Below is an isolated ion of composition C11H11O6 and charge -1 at a distorted geometry, with properties calculated with the ωB97M-V functional and the def2-TZVPD basis.

```
28
Properties=species:S:1:pos:R:3:nbo_charge:R:1
C 2.244 1.547 -1.196 -0.780
C 1.256 0.478 -1.416 0.665
C 0.069 0.291 -0.338 -0.276
C -0.726 -0.922 -0.603 -0.455
C -2.085 -0.666 -1.237 -0.423
C -2.902 0.350 -0.492 -0.056
O -2.063 1.497 -0.089 -0.526
C -0.741 1.571 -0.371 0.807
O -0.263 2.681 -0.544 -0.611
O 1.341 -0.279 -2.385 -0.588
H 1.777 2.446 -0.783 0.260
H 2.987 1.155 -0.485 0.287
H 2.759 1.749 -2.134 0.217
H -0.159 -1.571 -1.302 0.248
H -0.854 -1.429 0.356 0.233
H -1.916 -0.288 -2.289 0.199
H -2.650 -1.625 -1.351 0.216
H -3.706 0.758 -1.106 0.180
H -3.344 -0.051 0.427 0.185
C 0.127 -0.570 2.385 -0.645
C 0.751 0.069 1.243 -0.308
C 1.957 -0.824 1.074 0.814
O 2.946 -0.627 0.420 -0.598
O 1.794 -2.014 1.758 -0.546
C 0.709 -1.892 2.683 0.727
O 0.474 -2.797 3.433 -0.656
H -0.678 -0.206 3.030 0.211
H 0.897 1.170 1.314 0.218
```

## Properties
Kohn-Sham gap, Eh: 0.250
Highest occupied orbital energy, eV: -3.569
SMILES: CC(=O)[C@]1([C@H]2C=C([O-])OC2=O)CCCOC1=O
Charge: -1
LUMO level, eV: 3.22
Spin multiplicity: 1



Below is a 2-piece molecular cluster, C11H12Cl2N2 overall at a distorted geometry, with properties calculated with the ωB97M-V functional and the def2-TZVPD basis.

```
27
Properties=species:S:1:pos:R:3:nbo_charge:R:1
C -1.764 -2.430 0.521 0.202
C -1.580 3.231 -0.292 -0.188
C -2.143 2.226 -1.075 -0.222
C -0.472 2.973 0.447 -0.220
C -1.586 0.904 -1.028 -0.111
C 0.148 1.749 0.416 -0.155
C -0.277 0.762 -0.480 -0.162
C 2.516 -0.594 0.669 -0.429
C 1.869 -2.426 -0.837 -0.402
C 0.382 -0.496 -0.660 0.233
C -1.246 -1.418 1.329 -0.465
N -2.215 -3.078 -0.332 -0.417
N 1.496 -1.085 -0.292 -0.332
Cl -2.374 -0.113 1.607 -0.010
Cl -0.359 -1.648 2.779 -0.011
H -2.087 4.249 -0.312 0.225
H -2.971 2.566 -1.731 0.229
H -0.137 3.847 1.129 0.224
H -2.037 -0.054 -1.391 0.243
H 1.052 1.480 0.872 0.199
H 3.635 -0.831 0.467 0.226
H 2.442 0.392 0.733 0.196
H 2.232 -0.971 1.739 0.242
H 2.329 -2.358 -1.755 0.209
H 2.421 -2.805 0.028 0.228
H 0.904 -2.839 -1.237 0.234
H -0.179 -1.231 -1.313 0.231
```

## Properties
Kohn-Sham gap (alpha / beta), Eh: 0.221 / 0.221
Highest occupied orbital energy (alpha / beta), eV: -6.747 / -6.750
Energy above the lowest of the compared OMol25 structures with the same formula, charge and spin, kJ/mol: 395.7
Charge: 0
LUMO level (alpha / beta), eV: -0.73 / -0.73
Spin multiplicity: 1



Below is one molecule with the formula C11H12ClNO at a distorted geometry, with properties calculated with the ωB97M-V functional and the def2-TZVPD basis.

```
26
Properties=species:S:1:pos:R:3:lowdin_spin:R:1
C 1.503 1.596 -0.821 0.003
C 0.331 -1.905 -0.187 0.015
C 1.694 0.091 -0.334 0.001
C 0.609 -0.755 -1.067 0.002
C -0.010 1.507 -0.456 0.004
C 0.172 -1.130 1.213 0.002
C 1.184 0.033 1.094 0.001
C 0.038 1.096 1.008 0.008
C -0.558 0.275 -1.162 0.032
C -0.963 -0.108 1.194 0.033
C -1.854 -0.025 -0.064 0.120
N -2.484 -1.257 -0.318 0.846
O -3.696 -1.277 -0.170 0.901
Cl -2.985 1.255 0.100 0.021
H 2.016 2.415 -0.129 0.000
H 1.758 1.743 -1.907 0.000
H -0.646 -2.319 -0.543 0.008
H 1.206 -2.540 -0.054 0.001
H 2.596 -0.590 -0.402 0.000
H 0.800 -1.075 -2.059 0.000
H -0.684 2.394 -0.531 0.000
H 0.220 -1.797 2.138 0.000
H 1.953 0.160 1.967 0.000
H 0.149 1.872 1.649 0.001
H -0.895 0.409 -2.242 0.000
H -1.454 -0.069 2.085 0.001
```

## Properties
Kohn-Sham gap (alpha / beta), Eh: 0.327 / 0.323
Highest occupied orbital energy (alpha / beta), eV: -8.084 / -9.974
Energy above the lowest of the compared OMol25 structures with the same formula, charge and spin, kJ/mol: 81.8
Charge: 0
LUMO level (alpha / beta), eV: 0.81 / -1.18
Spin multiplicity: 3



Below is C11H12F21O23S9Zn3 as an isolated structure at a distorted geometry, with properties calculated with the ωB97M-V functional and the def2-TZVPD basis.

```
79
Properties=species:S:1:pos:R:3:lowdin_spin:R:1
Zn -0.852 -1.611 -2.228 0.000
Zn -1.085 -4.322 1.820 0.000
Zn 2.674 -0.756 2.356 0.000
C 2.073 -5.334 -1.479 0.000
F 2.246 -6.078 -0.394 0.000
F 3.230 -4.780 -1.964 0.000
F 1.465 -6.055 -2.459 0.000
S 0.960 -3.939 -0.811 0.000
O 0.583 -3.091 -1.866 0.000
O -0.153 -4.564 -0.053 0.000
O 1.770 -3.153 0.073 0.000
C 1.125 3.009 4.750 0.000
F 1.159 3.661 5.935 0.000
F -0.103 2.864 4.324 0.000
F 1.837 3.755 3.830 0.000
S 1.763 1.122 4.959 0.000
O 0.784 0.482 5.871 0.000
O 1.807 0.519 3.606 0.000
O 3.127 1.136 5.591 0.000
C -1.483 0.571 1.821 0.000
F -2.574 0.700 1.065 0.000
F -0.850 1.785 1.921 0.000
F -1.875 0.190 3.041 0.000
S -0.362 -0.823 0.955 0.000
O 1.047 -0.553 1.257 0.000
O -0.842 -2.107 1.516 0.000
O -0.613 -0.775 -0.558 0.001
C -4.766 -2.957 -0.584 0.000
F -5.546 -3.635 0.255 0.000
F -5.337 -2.941 -1.831 0.000
F -4.569 -1.641 -0.177 0.000
S -3.050 -3.834 -0.729 0.000
O -2.585 -3.929 0.682 0.000
O -3.204 -5.107 -1.366 0.000
O -2.254 -2.876 -1.538 0.000
C -4.730 0.879 -3.171 0.000
F -5.313 -0.278 -3.156 0.000
F -5.233 1.601 -4.188 0.000
F -4.913 1.497 -1.913 0.000
S -2.867 0.647 -3.419 0.000
O -2.307 1.959 -3.155 0.002
O -2.416 -0.313 -2.404 0.002
O -2.749 0.158 -4.734 0.003
C 2.757 0.681 -4.377 -0.010
F 3.048 1.309 -5.508 -0.002
F 2.909 -0.652 -4.549 -0.001
F 3.482 1.151 -3.395 -0.002
S 0.821 0.943 -3.866 -0.033
O 0.231 0.902 -5.226 0.606
O 0.299 -0.069 -3.016 0.123
O 0.784 2.282 -3.322 0.310
C 3.129 -5.024 3.493 0.000
F 2.884 -6.073 4.287 0.000
F 4.220 -4.435 3.848 0.000
F 3.203 -5.428 2.247 0.000
S 1.670 -3.797 3.594 0.000
O 1.364 -3.620 5.029 0.000
O 2.236 -2.542 3.058 0.000
O 0.549 -4.388 2.763 0.000
C -2.809 6.623 -1.658 0.000
S -1.333 5.813 -0.824 0.000
O -1.173 6.542 0.473 0.000
C -2.149 4.234 -0.363 0.000
H -2.549 7.639 -1.952 0.000
H -3.566 6.600 -0.874 0.000
H -3.175 6.014 -2.485 0.000
H -2.077 3.315 -0.946 0.000
H -3.233 4.269 -0.249 0.000
H -1.718 3.976 0.604 0.000
C 2.088 2.357 -0.447 0.001
S 3.192 2.289 1.143 0.001
O 3.286 0.778 1.356 0.001
C 4.930 2.445 0.576 0.000
H 1.091 2.772 -0.299 0.000
H 2.176 1.382 -0.928 0.000
H 2.603 3.066 -1.096 0.000
H 5.570 2.475 1.458 0.000
H 5.095 3.433 0.146 0.000
H 5.151 1.656 -0.142 0.000
```

## Properties
Kohn-Sham gap (alpha / beta), Eh: 0.258 / 0.100
Highest occupied orbital energy (alpha / beta), eV: -8.914 / -8.914
Charge: 0
LUMO level (alpha / beta), eV: -1.89 / -6.19
Spin multiplicity: 2



Below is an isolated ion of composition C11H12N and charge +1 at a distorted geometry, with properties calculated with the ωB97M-V functional and the def2-TZVPD basis.

```
24
Properties=species:S:1:pos:R:3:nbo_charge:R:1
C -2.107 -1.280 0.739 -0.170
C -2.896 -0.151 0.660 -0.184
C -0.922 -1.290 0.157 -0.236
C -2.604 0.817 -0.210 -0.216
C -0.569 -0.232 -0.662 -0.028
C -1.422 0.814 -0.871 -0.193
C 1.747 -1.259 -0.896 -0.469
C 2.098 -1.186 0.511 0.055
C 0.860 0.092 -1.113 -0.272
C 1.912 0.052 1.079 -0.355
C 1.309 0.899 0.147 0.469
N 1.032 2.189 0.339 -0.697
H -2.527 -2.123 1.362 0.239
H -3.756 -0.040 1.424 0.241
H -0.153 -2.006 0.362 0.210
H -3.090 1.764 -0.401 0.233
H 2.702 -1.303 -1.465 0.279
H 1.198 -2.141 -1.094 0.254
H -1.101 1.667 -1.549 0.202
H 2.820 -1.990 0.858 0.262
H 0.904 0.688 -1.999 0.258
H 2.279 0.481 2.048 0.262
H 1.682 2.715 0.922 0.425
H 0.603 2.824 -0.347 0.432
```

## Properties
Kohn-Sham gap, Eh: 0.283
Highest occupied orbital energy, eV: -12.711
SMILES: [NH2+]=C1C=CC[C@H]1c1ccccc1
Energy above the lowest of the compared OMol25 structures with the same formula, charge and spin, kJ/mol: 106.5
Charge: +1
LUMO level, eV: -5.01
Spin multiplicity: 1



Below is a 2-piece molecular cluster, C11H12N overall at a distorted geometry, with properties calculated with the ωB97M-V functional and the def2-TZVPD basis.

```
24
Properties=species:S:1:pos:R:3:nbo_charge:R:1
C 3.623 -0.643 0.036 -0.180
C 3.221 -1.009 1.363 -0.095
C 2.764 -0.032 -0.821 -0.140
C 1.937 -1.133 1.693 -0.212
C 0.761 1.421 -0.537 -0.070
C 1.461 0.335 -0.332 -0.048
C 0.984 -0.476 0.908 -0.053
C -0.322 -0.481 0.869 0.330
C -0.597 1.690 -0.064 -0.287
C -1.959 -1.291 -1.505 -0.339
C -2.879 -0.361 -1.566 -0.490
N -1.110 0.395 0.443 -0.479
H 4.583 -0.732 -0.252 0.231
H 4.032 -1.484 1.941 0.246
H 3.044 0.138 -1.836 0.241
H 1.595 -1.449 2.668 0.248
H 1.160 2.123 -1.181 0.243
H -0.633 2.530 0.562 0.259
H -1.281 1.960 -0.840 0.262
H -1.683 -1.910 -0.699 0.215
H -1.328 -1.198 -2.339 0.208
H -3.856 -0.305 -0.976 0.227
H -3.031 0.307 -2.452 0.223
H -2.042 0.133 0.015 0.460
```

## Properties
Kohn-Sham gap (alpha / beta), Eh: 0.257 / 0.257
Highest occupied orbital energy (alpha / beta), eV: -12.525 / -12.520
Energy above the lowest of the compared OMol25 structures with the same formula, charge and spin, kJ/mol: 486.2
Charge: +1
LUMO level (alpha / beta), eV: -5.52 / -5.52
Spin multiplicity: 1



- What is the spin multiplicity in the second record?
  1